Formula: C11H20N2O5
Source: OMol25
Level of theory: ωB97M-V with the def2-TZVPD basis set

Atoms and positions in Å:
C (5.235, -0.791, -0.628)
C (4.000, -0.341, 0.215)
C (2.732, -0.080, -0.533)
C (2.977, 0.810, -1.720)
C (1.724, 0.645, 0.476)
N (2.515, 1.269, 1.697)
C (0.654, -0.299, 0.907)
O (0.621, -0.762, 2.051)
N (-0.398, -0.539, -0.032)
C (-1.577, -1.055, 0.574)
C (-2.450, -0.044, 1.291)
C (-3.217, 0.817, 0.250)
C (-2.370, 1.861, -0.510)
O (-1.482, 1.648, -1.348)
O (-2.772, 3.159, -0.263)
C (-2.241, -2.000, -0.546)
O (-1.471, -2.386, -1.440)
O (-3.534, -2.348, -0.358)
H (5.535, 0.054, -1.290)
H (4.825, -1.609, -1.198)
H (6.010, -0.983, 0.147)
H (4.356, 0.515, 0.852)
H (3.681, -1.206, 0.790)
H (2.257, -1.030, -0.801)
H (3.708, 0.214, -2.315)
H (2.154, 0.931, -2.430)
H (3.369, 1.881, -1.554)
H (1.340, 1.490, -0.134)
H (1.792, 1.656, 2.279)
H (2.940, 0.404, 1.957)
H (-0.414, -0.275, -0.982)
H (-1.087, -1.659, 1.377)
H (-1.944, 0.511, 2.102)
H (-3.150, -0.746, 1.840)
H (-3.887, 1.378, 0.825)
H (-3.674, 0.149, -0.434)
H (-2.401, 3.678, -0.986)
H (-3.925, -2.097, 0.511)

E_LUMO: 0.20 eV
energy above the lowest of the compared OMol25 structures with the same formula, charge and spin: 267.96 kJ/mol
structure (SMILES): CC[C@H](C)[C@H](N)C(=O)N[C@@H](CCC(=O)O)C(=O)O
HOMO-LUMO gap: 9.53 eV

Atomic charges from the natural (NBO) analysis, expressed in e, are listed below: -0.611, -0.418, -0.220, -0.628, -0.144, -0.823, 0.661, -0.638, -0.632, -0.200, -0.391, -0.523, 0.804, -0.609, -0.684, 0.791, -0.558, -0.680, 0.205, 0.203, 0.219, 0.229, 0.199, 0.213, 0.211, 0.215, 0.221, 0.220, 0.366, 0.370, 0.436, 0.276, 0.248, 0.194, 0.236, 0.239, 0.499, 0.501